Record 1
Density functional theory data (wB97M-V/def2-TZVPD) for a 10-piece molecular cluster, C29H76O13 overall in a non-equilibrium geometry.

```
118
C29H76O13 | OMol25 | wB97M-V/def2-TZVPD
H -4.7639 2.6088 6.2861
H -4.0643 2.4785 4.6781
H 8.9479 1.9419 -3.4175
H -7.3159 2.2069 6.5852
O 2.9219 -3.8760 -1.3734
H -4.9889 -4.0930 3.7971
H 4.1766 2.2549 -0.6332
H 7.8237 4.8173 -5.5973
H -2.4269 -1.6115 1.7027
H -6.3230 2.1557 3.6813
C -5.9621 -3.8150 4.2157
H -0.6750 -2.1509 -0.0686
C 7.1887 6.9505 0.0862
C 2.1872 1.5259 -2.4341
C 8.4728 4.0410 -5.1785
C 2.5911 -1.1693 4.8744
H 0.7220 -4.8149 -2.8168
C 5.9094 7.2910 -0.6614
H -8.0221 -1.2072 -3.9013
H 10.3005 3.0930 -3.3194
H 3.9504 3.5732 -1.8059
C -4.2968 -0.0979 0.8021
C -7.4267 2.4003 5.5123
H 9.2608 7.5668 0.1753
C -0.0414 -2.9506 -0.6691
H -2.3074 0.6311 2.6030
O 3.1735 -1.7051 -0.3514
O -6.1057 -0.9210 -2.0820
H 8.1261 8.8890 -0.1841
H -5.7356 -1.2663 3.9883
H 9.5013 4.2334 -5.4995
H -5.0290 -3.3093 -1.6340
C -4.9621 2.7885 5.2234
H 7.0294 7.0725 1.1631
C 4.3449 2.5612 -1.6718
H -1.1089 -3.6223 -4.7686
O 0.3925 -1.7120 4.0679
C 3.6925 1.5859 -2.6387
H 5.4294 2.5848 -1.8223
H 1.9425 1.1829 -1.4225
H 8.5519 7.6919 -1.4291
H -4.5415 -0.4409 1.8136
H -8.2870 1.8135 5.1730
H -6.8213 -3.2932 2.3131
H 6.0311 7.1325 -1.7388
H -5.7672 -3.3633 5.1949
O -2.2365 -1.3364 0.7904
C 9.2488 2.9337 -3.0618
O 7.5203 5.5835 -0.1435
O 4.2475 0.2873 -2.4458
H 3.6549 -1.4210 4.8210
O -5.9302 0.6053 4.9490
C -6.6026 -2.1619 -2.5767
H 0.3702 -3.7232 0.1141
C -2.7915 -0.0379 0.5974
H 1.7327 0.8109 -3.1283
H -7.9036 -1.9240 4.8380
H -7.6218 -2.8808 -4.3526
H 2.9605 -3.8641 4.3300
C 0.8203 -5.0661 -3.8782
H -1.0546 0.9610 1.4139
O 3.2131 -1.9428 0.9290
H 2.4628 -0.1238 4.5741
H -4.7513 -0.8128 0.1079
C 1.9169 -3.5413 4.3976
H -7.6490 3.4625 5.3699
H 1.3076 -4.1878 3.7572
C -8.0254 -2.4249 3.8710
C -0.4146 -5.8016 -5.9380
C 8.3672 4.0173 -3.6619
O -1.4512 -4.3942 -4.2877
H -6.5533 -4.7243 4.3619
H 2.2670 -1.2399 5.9188
H 3.9123 1.8864 -3.6689
H 7.6636 5.4658 -1.0974
H -4.6638 -2.8275 -3.2853
H -5.8224 -4.1445 -2.9896
C 8.3439 7.8313 -0.3623
H -0.9215 -6.3295 -3.9144
C 2.3514 -2.6834 -1.0803
H 8.1444 3.0884 -5.6091
C -7.2160 -1.9470 -3.9511
C -2.1391 0.9374 1.5643
C -0.5267 -5.4653 -4.4596
C 1.7655 -2.0856 3.9856
H 6.7463 2.9204 -3.6416
H -7.3735 -2.5075 -1.8794
H -5.7951 0.4544 5.8994
H 2.0762 -1.9641 2.9422
H 0.1080 -1.8166 4.9911
H -0.0643 -4.9361 -6.5114
H 1.5499 -5.8755 -3.9808
O 0.9908 -2.3058 -1.4991
O 7.0119 3.7851 -3.2866
H -4.7559 0.8831 0.6451
H 0.2780 -6.6330 -6.1022
H -8.5240 -1.7113 3.2064
H -0.7897 -3.5170 -1.3976
C -6.1721 1.9964 4.7544
H 4.0572 0.0123 -1.5335
H 9.1532 2.9202 -1.9708
H -1.3936 -6.0751 -6.3458
H -8.6785 -3.2925 4.0068
H 5.0897 6.6411 -0.3373
H -5.1105 3.8623 5.0724
C -5.4690 -3.1739 -2.6277
H -2.5717 0.2626 -0.4328
H -2.5336 1.9495 1.4303
H 1.2144 -4.1745 -4.3787
H 5.6186 8.3325 -0.4923
H -5.4204 -0.6064 -2.6950
H -6.4727 -1.5571 -4.6555
O -5.8678 -1.6783 3.1182
C -6.6784 -2.8367 3.2985
H 1.5689 -3.6959 5.4251
H 8.6565 4.9932 -3.2574
H 1.7281 2.5069 -2.5911
H 4.1320 -1.5948 1.2104
```

Lowest unoccupied orbital energy, hartree: 0.003
ΔE to the lowest compared entry with this formula, charge and spin, eV: 1.701
HOMO, eV: -9.788
Orbital gap, eV: 9.881
SMILES string: COC(=O)OO.CC(C)O.CC(C)O.CC(C)O.CC(C)O.CC(C)O.CC(C)O.CC(C)O.CC(C)O.CC(C)O
Calculated total energy, eV: -57916.6411
Total charge: 0

---

Record 2
Density functional theory data (wB97M-V/def2-TZVPD) for C29H77FeO10 as an isolated structure in a non-equilibrium geometry.

```
117
C29H77FeO10 | OMol25 | wB97M-V/def2-TZVPD
H 3.7711 1.7269 1.0737
H -0.9330 -2.5142 -5.9629
O -0.5777 -1.0599 -0.2245
O -0.4721 -4.2403 -3.1262
H -2.3111 1.0211 3.9059
H 4.7190 -0.6322 2.2927
O -4.7327 -1.0952 -1.9179
O -1.6641 5.9175 -3.6047
H 2.2571 -2.2071 0.1635
H 1.3259 -4.2441 1.0384
H 0.5822 -1.5262 5.0360
H 6.2330 -0.8480 3.1792
H 2.3306 -0.4645 1.7702
H 6.3948 -0.9602 -1.0497
H -2.4364 4.0397 -1.6824
C 0.5023 -0.9688 2.8844
H -3.7441 -0.1863 -4.3619
O 3.7877 5.0697 1.3012
H 2.5395 -5.9338 -0.3257
H 4.7219 5.0977 1.0715
H -3.5784 0.5640 -1.3615
H 5.0516 2.8973 1.5570
C 5.6526 -0.9947 -0.2473
O -0.0216 -3.7201 -0.5056
H -0.1141 0.0003 4.6662
H -2.6236 0.9475 -3.5175
H 2.0284 0.0091 -0.8427
H 0.8224 -6.2075 -0.1851
C 1.1713 0.6132 -0.5446
H -1.0519 -1.4472 4.3468
H 0.6551 -2.9527 2.6665
H 7.3806 -2.4440 1.0400
H -4.9597 -2.5396 3.8578
H -3.7189 3.1464 3.6783
C -0.8596 5.0184 -2.8447
H -3.8371 -1.2072 4.1006
O 0.1869 -2.2426 2.2075
C -0.0989 -0.0498 -1.0515
O -2.2743 1.0077 2.9406
H 1.7483 -2.7868 -3.8550
H -2.6853 3.6353 0.9279
C -1.6499 3.7992 -2.4026
H -0.0263 4.6910 -3.4768
H 3.3624 -3.4851 -0.2959
H -3.7329 2.2725 1.0762
H -5.7767 1.4054 -1.4956
H 6.6902 0.3221 1.0945
H -5.9267 -1.2688 1.6740
C 2.3549 -3.1080 -0.4448
H -1.3699 -4.5842 -3.1930
H -4.0629 -2.9101 1.5845
C -2.0430 2.3735 2.5345
H -4.0472 -1.7184 -1.6629
H 5.5299 -2.2246 2.4186
H -0.9731 3.1321 -1.8496
H -0.0986 -0.2184 2.3666
H 0.2725 5.1111 -1.0072
H 1.9168 -4.5615 -4.1165
H -2.0660 2.0743 0.4102
H 2.2437 0.1487 3.4398
H -0.1125 -4.0680 -1.4359
C 1.7658 3.9289 1.2447
H -1.9034 -2.6640 -4.5761
C -0.3298 5.7632 -1.6476
H -1.6146 5.6228 -4.5191
H 1.6220 3.8780 2.3245
C -3.9887 -2.1519 3.5641
C -3.8929 -1.9418 2.0682
O 7.6334 -1.5220 0.9283
C -5.3347 1.1124 -2.4438
C -3.2421 0.0505 -3.4303
H 1.1618 0.7630 0.5330
H 2.5153 -1.5569 3.1435
C -0.0538 -3.8112 -4.4744
H -6.0561 0.6032 -3.0825
C -4.1481 0.1835 -2.2223
H -0.2861 -4.6707 -5.1101
H 1.4454 -5.5122 -1.6880
H -4.8047 -0.7135 0.5182
H -2.1584 3.1774 4.5130
C 1.3057 -4.1337 -0.0487
C 6.4503 -0.7383 1.0401
Fe -1.2902 -2.5406 0.5975
C 3.2192 3.8233 0.8667
C 5.6821 -1.1497 2.2854
H -3.1585 -2.7486 3.9516
H 3.6419 2.5873 2.5825
H -2.4239 -0.5452 2.1264
H 1.1740 3.1441 0.7612
H 5.2986 -2.0290 -0.2674
H 1.3269 4.8580 0.8833
H -2.5078 4.3848 3.3133
H -2.1007 3.2365 -3.2177
H -0.9977 2.6790 2.4023
C 1.4486 -3.6427 -4.4634
H 0.3099 6.6089 -1.8927
C -0.0487 -1.0278 4.2955
C -4.8951 -0.9193 1.5875
H -0.4149 -1.6582 -4.5211
C -0.8557 -2.5919 -4.8741
H 2.1616 -2.8535 -1.4891
H 3.3753 3.7885 -0.2188
C 3.9841 2.6925 1.5491
C -2.6510 3.3321 3.5438
O -2.5461 -1.4478 1.7264
C 1.9795 -0.6744 2.7759
C 1.5701 -5.5298 -0.6034
C -2.6875 2.5685 1.1628
H -4.9983 1.9841 -3.0072
H 1.7690 -3.4502 -5.4873
H -1.1453 6.1215 -1.0150
H -4.8354 -0.0016 2.1727
H 0.0451 -0.4677 -2.0556
H -0.8860 0.7124 -1.1404
H 4.8952 -0.2593 -0.5265
H -2.4590 -0.6740 -3.1623
H 1.2816 1.6016 -0.9894
```

Lowest unoccupied orbital energy (spin up / spin down), hartree: -0.250 / -0.328
ΔE to the lowest compared entry with this formula, charge and spin, eV: 0.589
2S+1: 6
HOMO (spin up / spin down), eV: -13.832 / -13.832
Orbital gap (spin up / spin down), eV: 7.040 / 4.917
Calculated total energy, eV: -86167.8543
Total charge: +2

---

Record 3
Density functional theory data (wB97M-V/def2-TZVPD) for a 9-piece molecular cluster, C29H79BN3O14P2S overall in a non-equilibrium geometry.

```
129
C29H79BN3O14P2S | OMol25 | wB97M-V/def2-TZVPD
C 2.0750 0.4672 -1.0026
O -5.0891 -1.5890 9.0069
H 3.9448 -2.2549 2.3443
H -7.5595 2.9945 -0.0070
H 1.4828 0.8943 -2.9885
H 7.3757 1.2421 -3.2330
H 0.3257 -2.1525 2.5021
C -4.2034 0.4581 9.9784
H -2.7963 -0.8705 -2.1782
H 0.9435 -0.8921 7.8763
H -3.6238 0.6665 -2.1950
C -4.9788 -0.1751 8.8390
H -0.3175 -2.5861 0.4090
H -0.0201 0.5810 7.6484
B 2.2722 -3.0751 0.2336
H -2.8808 -1.2730 -8.6994
H 3.1705 -0.6558 2.3686
N -0.3532 -2.9044 -5.6180
H -7.3142 7.3822 -0.1022
H -8.3680 7.0724 -2.3658
P 0.5975 -1.3357 -2.6891
P 1.2036 -5.0507 -1.4147
H -0.8588 -4.1064 8.2456
H -4.4672 -0.0093 7.8923
H -0.3019 -2.4068 -2.9927
C -3.2626 0.4053 -7.3687
C -7.8373 6.2530 -1.8684
H 4.0395 -3.5963 -0.3272
C 8.2299 3.2333 -4.6422
H 2.6660 -5.3686 -2.8681
H -3.5423 -4.9827 7.0538
O 0.4643 -1.9317 5.4517
H -1.7620 1.6668 -2.9671
O -2.5339 1.2132 -6.4482
H -4.1081 1.5356 9.8366
C 1.3190 -2.5986 2.4495
H -3.2221 -2.6450 7.7350
H -7.3431 5.6548 -2.6326
H -2.1958 -6.0708 7.4334
H -3.6931 1.0417 -8.1534
H 8.6971 2.6614 -5.4455
C -2.7315 0.1613 -1.8177
C 3.2659 -0.2743 -3.1055
H 9.6880 2.5884 -1.0299
H 3.4353 -1.3299 -3.3090
H -3.2058 0.0227 10.0447
C -6.3346 1.7161 -1.2387
H -3.7217 -0.3483 -0.0145
H 3.9601 -1.1849 0.8975
C 10.7049 2.3480 -1.3381
C 3.5713 0.5153 -4.3945
C 0.0967 -0.4608 7.3391
H 3.0881 1.4927 -4.4311
H 11.7029 2.4864 -3.0052
H 4.6530 0.6937 -4.4222
H -6.4103 1.1580 -2.1784
H -1.9047 -1.2761 -7.2182
C -2.4561 -5.0503 7.1477
H -3.4589 1.4536 1.0936
H -2.0315 -4.8438 6.1646
C 3.3715 -1.5348 1.7485
C -1.9442 -4.0499 8.1680
H 3.3505 -0.0804 -5.2804
H -2.3714 -4.2577 9.1551
H 2.3284 -0.3947 -0.3902
H -5.9816 0.2582 8.7670
H 11.5636 4.1781 -0.5920
H -1.5219 -0.1477 -8.5100
H -7.8912 3.1338 -1.7385
H -0.5481 -0.1419 5.3039
O 0.9844 -5.7880 0.0251
O 1.2355 -1.5212 -4.4367
C -7.6366 2.4384 -0.9413
C -0.1212 -2.6360 -0.6703
H -5.5143 2.4264 -1.3307
H -0.3344 -2.4013 5.7139
H 8.8588 3.1187 -3.7587
H -6.2933 5.9783 -0.3911
C 1.8842 0.0209 -2.4677
H -4.7036 0.2773 10.9334
H -1.9831 -0.4238 0.1619
H 10.8486 1.2678 -1.2326
O 2.6661 -5.5883 -1.9274
H -1.8048 1.6050 -6.9356
H 6.2027 2.8111 -5.2627
H -1.9378 1.7242 0.7152
N 2.0894 -2.0757 1.2838
H -0.7803 1.1612 -1.6190
C 6.8267 2.7184 -4.3748
O -2.2625 -2.7124 7.7933
H 0.8389 -6.7219 -0.1596
O 3.4027 -3.9239 0.3195
C -0.7244 -0.1456 -3.4153
H -4.0820 -0.0559 -6.8189
H 1.2039 -0.0406 5.5313
H -6.0893 7.4339 -1.3823
H 2.9215 1.1648 -0.9418
C -1.4368 0.7819 -2.4031
N -2.8360 1.5127 0.2963
H -1.5049 -0.7493 -3.8853
H 4.0281 0.0183 -2.3712
C 1.2753 -3.2501 -1.0222
H 1.2015 0.9951 -0.6268
H -6.6788 0.1686 -0.1024
O 0.0279 -1.2876 -1.0543
H 6.3566 3.2900 -3.5668
S -0.1324 -5.5973 -2.7176
O 10.8129 2.7048 -2.7151
H 8.2133 4.2884 -4.9251
C -6.8203 6.7967 -0.8822
O 1.7164 -2.6389 -2.2166
C 0.5268 -2.3497 -5.1045
H -0.9942 -3.1558 -1.0733
H -0.2779 0.4317 -4.2318
H -9.2369 5.9168 -0.5554
O 6.8397 1.3377 -4.0250
H -5.5490 -1.7531 9.8342
H 11.6088 2.8365 0.5671
H -8.4580 1.7245 -0.8280
H 12.7300 2.8784 -0.8044
H 1.8331 -2.2837 3.3548
C 0.3043 -0.5715 5.8417
C -2.3458 -0.6408 -7.9866
C -2.7907 0.1493 -0.2992
H 1.2939 -3.6923 2.4520
C 11.7088 3.1026 -0.4863
H -0.7936 -1.0172 7.6321
O -5.9761 0.8180 -0.1920
O -8.7828 5.4004 -1.2266
```

Lowest unoccupied orbital energy, hartree: 0.065
ΔE to the lowest compared entry with this formula, charge and spin, eV: 0.000
HOMO, eV: -4.587
Orbital gap, eV: 6.354
Calculated total energy, eV: -94580.5945
Total charge: -1

---

Record 4
Density functional theory data (wB97M-V/def2-TZVPD) for a 6-piece molecular cluster, C29H79BN6O6P overall in a non-equilibrium geometry.

```
122
C29H79BN6O6P | OMol25 | wB97M-V/def2-TZVPD
H 3.4989 -4.7059 -7.6005
H -6.0696 -0.2650 6.8174
C -2.6993 -4.0230 5.0157
C -3.4698 0.2004 4.6611
H -0.7429 -7.4052 0.1279
H 2.5223 -6.4318 -0.1457
C -0.8090 -6.6952 4.8644
H 0.2424 7.3202 -4.5322
H -3.2552 0.8974 6.7168
H -3.5822 3.4193 1.5412
C 4.8697 -4.3489 -5.9432
C -1.2162 -6.3857 3.4274
H -5.7952 -1.8828 7.4938
O -4.8826 -1.5660 5.7094
H 4.0110 7.7805 -5.6595
N -2.2953 -0.6637 4.8083
H 1.4765 -2.9914 0.8629
H 0.7012 0.7628 3.5245
H 1.2741 5.9136 2.5079
H 4.3079 -3.0045 -4.5102
H 0.6918 -4.7356 -2.2152
H 3.0835 -3.5865 -5.3723
H -1.2780 1.7258 2.8108
H 1.2886 8.6362 -5.1442
H -3.5320 6.2167 0.3904
H -0.6269 -4.2877 3.5443
H 5.2827 -6.4547 -5.5220
N 4.2259 6.9006 -6.1219
O -4.7547 4.8642 -0.4826
H -1.7382 -3.5950 5.3187
C 1.1099 7.9479 -4.3121
C -2.6672 4.9676 2.7356
H 1.3770 5.4709 -4.8233
H -4.4993 -0.6850 7.5557
C 4.5669 -4.5881 -7.4186
H -2.4430 -1.2313 5.6380
H -4.3286 1.8921 5.7201
H -2.2777 -1.3334 4.0433
C -0.2263 4.3714 -1.6726
H -2.5791 1.9708 5.5019
C 4.7427 -5.6093 -5.0748
H 1.0729 6.2203 -7.1707
H 1.9919 -7.3492 -5.2569
H -3.1862 -6.8240 3.5542
H 0.7173 -7.4564 -0.8786
H 0.8879 8.5412 -3.4262
H 3.0024 5.3139 -4.1664
H -1.5818 2.9679 0.9697
H -0.4229 -7.7126 4.9330
H 5.2113 -5.4036 -4.1085
H 0.2609 -3.6064 0.0080
C -3.4109 1.3000 5.7148
H -1.2627 4.4529 -1.9778
H 2.0718 -3.7414 -2.6384
N 1.0391 4.9338 2.3915
C -1.4367 5.7019 2.1931
C 1.9798 5.9103 -0.4595
C 0.0081 -6.7936 -0.3745
H 1.6773 2.1550 3.1578
H 0.3627 4.6578 -2.5475
C -4.7801 -0.6030 4.6679
H -4.7186 4.6496 2.0318
H 0.0322 3.3331 -1.4603
B -0.2426 4.7729 1.5094
H 4.8898 6.4482 -5.4997
C 2.0613 -4.3374 -0.5646
H -2.9413 -4.8760 5.6564
H 0.1101 2.7318 0.6881
H -5.6527 0.0622 4.6831
H -1.4884 -4.7464 2.0782
C 0.8410 1.5632 2.7936
H 5.9134 -4.0279 -5.8727
H -0.5015 -6.1725 -1.1149
C -0.5984 3.1772 1.3929
C 1.7581 -4.5942 -2.0367
C -1.4579 -4.8946 3.1611
H -2.5891 -7.0752 2.0870
H -3.4744 -3.2704 5.1480
C -3.5831 5.1395 0.3109
H -0.3872 -6.6828 2.7810
H 2.2281 6.7917 0.1175
H -0.9853 6.2097 3.0502
C -3.6982 4.4958 1.6829
H 3.2525 5.1027 -6.4884
H -1.6509 -6.6228 5.5531
C 2.3563 5.9628 -4.7647
O -2.6915 -4.3989 3.6474
O 3.4129 -5.9853 -4.7724
H 2.2880 -5.4746 -2.4052
H -1.7296 6.5044 1.5231
C 2.9898 6.1118 -6.1559
N 1.2083 -3.2487 -0.0832
H 2.4664 6.5645 -8.2006
H 3.0983 -3.9936 -0.4998
C 1.9666 -5.5992 0.3061
H -0.0279 -6.0136 5.2068
H 2.2735 -6.1365 -6.5080
H 3.4579 -7.4488 -6.2517
N 4.0374 -3.2452 -5.4598
C -0.4227 2.4045 2.7236
H -3.1921 5.6329 3.4263
P 0.1547 5.5820 -0.3097
H 2.1827 6.1444 -1.5041
C 2.0512 6.7037 -7.2018
H 1.8400 4.4578 1.9907
H -4.8315 -1.1789 3.7399
H -0.4883 3.0945 3.5603
H -3.4042 0.6888 3.6847
H -4.7078 3.9436 -0.7845
H -2.3751 4.1021 3.3267
C -5.3295 -1.0588 6.9517
O 2.2567 7.1654 -4.0322
O 0.6461 -6.0081 0.6140
C 2.7623 -6.7633 -5.7584
N -2.3778 -7.2095 3.0721
H 2.4349 -5.3854 1.2709
H -2.6997 4.7568 -0.1954
H 1.0728 1.0892 1.8442
H 4.9013 -3.7372 -8.0112
H 1.9072 7.7743 -7.0586
H 2.6109 5.0568 -0.2034
H 5.0782 -5.4799 -7.7878
```

Lowest unoccupied orbital energy, hartree: 0.067
ΔE to the lowest compared entry with this formula, charge and spin, eV: 0.570
HOMO, eV: -2.848
Orbital gap, eV: 4.667
Calculated total energy, eV: -62543.7536
Total charge: -1